A 2-piece molecular cluster, C3H10NO overall in a non-equilibrium geometry. Source: OMol25; level of theory: ωB97M-V with the def2-TZVPD basis set.

Summary:
Multiplicity: 1
LUMO, eV: -5.08
Charge: +1

Geometry as XYZ:
```
15
Properties=species:S:1:pos:R:3:nbo_charge:R:1
C -1.446 -2.117 1.174 -0.263
O -0.204 -1.442 1.437 -0.769
H -1.213 -3.069 0.700 0.199
H -1.964 -2.362 2.094 0.201
H -2.111 -1.561 0.511 0.159
H -0.177 -1.148 2.351 0.492
C 1.629 1.983 -1.265 -0.436
C -0.378 0.787 -0.639 0.128
N 0.892 0.877 -0.645 -0.384
H 1.172 2.165 -2.227 0.240
H 2.660 1.665 -1.416 0.248
H 1.608 2.831 -0.599 0.250
H -0.747 -0.033 -0.016 0.250
H -1.085 1.351 -1.230 0.230
H 1.362 0.074 -0.231 0.456
```